Record 1
The following is a quantum chemistry calculation of an isolated molecule of C13H17N3O5 in a non-equilibrium geometry, from the Open Molecules 2025 dataset.

```
38
Properties=species:S:1:pos:R:3:forces:R:3
C 2.97350 0.46117 0.83930 -0.982 1.294 0.747
C 1.65148 -0.04082 1.46366 0.488 0.958 -0.967
C 3.67393 -0.77122 0.36253 1.285 -0.133 -1.647
C 3.30041 -1.23929 -1.05264 -1.260 2.486 -0.679
C 0.32649 0.64743 -0.63207 0.245 -0.387 1.649
C -0.09502 2.07151 -0.46152 -0.711 2.418 2.151
C -0.60326 -0.21332 -1.45668 0.641 -2.949 1.404
C -1.94219 -0.43383 -0.83959 0.166 2.032 -1.102
C -2.24174 -1.52032 -0.11974 1.132 -2.031 1.353
C -2.91989 0.54954 -0.97527 2.100 1.200 -1.346
C -3.34381 -1.64572 0.68466 -1.532 0.217 -0.028
C -4.10812 0.35254 -0.35913 -0.502 0.171 1.377
C -4.32182 -0.68556 0.58861 -1.357 0.566 -1.653
H 3.24090 2.06665 2.17260 0.593 -1.478 -0.597
H 3.75119 0.56496 2.68803 0.025 0.541 -0.201
H 2.81334 1.17574 0.00532 0.004 -0.645 0.431
H 4.73005 -0.51581 0.27157 0.252 -0.060 0.100
H 3.59543 -1.55646 1.06931 -0.078 -0.884 0.804
H 3.42360 -3.21833 -0.67100 0.003 0.545 -1.245
H 3.04685 -2.72954 -2.32838 -0.340 -0.345 -0.876
H -0.27676 -0.22012 1.13900 -0.049 -0.281 0.203
H 1.23465 0.75407 -1.15668 1.241 -0.266 -0.806
H -0.66234 0.12765 -2.44455 -0.035 0.467 -1.456
H -0.14522 -1.26069 -1.40214 -0.105 1.462 -0.660
H -1.55150 -2.34810 -0.07176 0.397 -0.083 -0.079
H -2.55314 1.46296 -1.61942 -1.641 -1.755 1.309
H -3.53589 -2.54253 1.22575 0.083 -0.545 0.499
H -4.83872 1.08293 -0.53586 -1.326 0.704 0.085
H -5.74804 -1.63030 1.47726 -0.109 -1.237 0.622
H -0.83523 3.51506 -1.52727 0.536 -0.707 0.470
N 3.74106 1.18704 1.86844 -0.347 0.169 0.435
N 3.36575 -2.50787 -1.42324 0.897 -2.126 2.925
N 0.58771 -0.02857 0.65381 -1.867 0.590 -1.219
O 1.56708 -0.47610 2.58782 0.425 -0.266 0.703
O 2.92157 -0.42788 -1.90182 0.356 0.230 0.533
O -0.07265 2.77780 0.53936 0.280 -1.606 -0.852
O -5.62256 -0.77848 1.10500 1.628 1.406 -0.710
O -0.49976 2.59529 -1.61006 -0.534 0.330 -1.676
```
Forces are in eV/Å.

Summary:
relative energy (zero: lowest compared OMol25 entry of this formula, charge and spin)	1.824	eV
SMILES	NC(=O)C[C@H](N)C(=O)N[C@@H](Cc1ccc(O)cc1)C(=O)O

Löwdin population analysis, charges in e, atoms 1 to 5: -0.315, -0.473, -0.064, -0.516, -0.215



Record 2
The following is a quantum chemistry calculation of a structure of composition C13H17N4O6RuS2, from the Open Molecules 2025 dataset.

```
43
Properties=species:S:1:pos:R:3:forces:R:3
Ru 0.15415 -0.55746 0.00044 0.231 0.044 0.187
O 0.03840 -0.11075 6.09805 0.029 0.029 0.010
C 0.11382 -0.15859 4.75239 0.013 0.014 0.037
C 1.00529 0.62120 4.02184 0.000 0.002 0.004
C 1.01062 0.49647 2.64994 -0.001 -0.051 -0.007
N 0.18072 -0.33228 2.02893 -0.008 0.014 0.036
C -0.67076 -1.09436 2.71889 0.025 -0.017 -0.016
C -0.74147 -1.03813 4.08972 -0.006 -0.006 -0.031
C -1.50569 -2.00951 1.85260 -0.040 0.086 0.033
O -2.36839 -2.71415 2.32026 0.025 -0.041 0.012
O -1.19133 -1.92965 0.58770 -0.149 -0.004 -0.016
C 1.93565 1.23564 1.70597 -0.067 0.050 -0.016
O 2.64853 2.12858 2.12639 0.046 -0.031 0.021
O 1.83163 0.80987 0.49938 -0.018 0.047 0.003
H 0.68612 0.51526 6.44371 -0.034 -0.030 -0.020
H 1.69755 1.31466 4.48290 0.005 0.000 -0.004
H -1.43803 -1.66887 4.62266 -0.002 -0.004 -0.002
C 0.57741 0.36345 -3.19166 0.003 0.044 -0.085
C 0.33149 -1.12659 -3.07120 0.011 -0.050 -0.014
N -0.49638 -1.40834 -1.88438 -0.087 -0.006 -0.087
C -1.95016 -1.15106 -2.04221 0.050 0.041 -0.009
C -2.38307 0.29094 -1.78180 0.029 -0.033 0.018
S -1.54887 1.08952 -0.35252 -0.031 -0.109 -0.083
C -0.73125 2.49401 -1.18427 -0.020 -0.006 -0.008
C 0.72506 2.25604 -1.61437 0.017 0.014 -0.073
N 1.01319 0.86196 -1.90127 -0.038 -0.012 0.152
H 1.30750 0.54761 -3.98737 0.010 0.015 0.015
H -0.33691 0.88480 -3.48138 0.004 -0.003 -0.015
H -0.13658 -1.52838 -3.97536 -0.016 0.015 0.000
H 1.28697 -1.62425 -2.91615 -0.008 0.002 -0.032
H -0.40093 -2.39590 -1.66136 0.001 0.016 0.029
H -2.26923 -1.43076 -3.05177 -0.004 -0.013 0.005
H -2.44927 -1.80275 -1.33113 -0.008 0.004 0.006
H -2.21788 0.93036 -2.64517 -0.008 0.013 0.008
H -3.45201 0.29683 -1.57334 -0.003 0.002 -0.005
H -1.37822 2.75817 -2.02104 -0.004 0.006 0.009
H -0.77548 3.32496 -0.48129 0.000 -0.006 0.008
H 0.92712 2.90092 -2.47971 0.009 -0.007 0.006
H 1.39205 2.55642 -0.81297 -0.011 -0.004 0.006
H 1.98399 0.62477 -1.70905 -0.007 -0.014 -0.038
O 3.16605 -1.12269 -1.57665 0.010 0.004 -0.021
S 2.86605 -2.07579 -0.49172 -0.036 -0.082 0.068
N 1.56252 -2.02215 0.21737 0.090 0.068 -0.092
```
Forces are in eV/Å.

Summary:
relative energy (zero: lowest compared OMol25 entry of this formula, charge and spin)	0.000	eV
spin multiplicity	2

Löwdin population analysis, charges in e, atoms 1 to 5: 1.152, 0.091, -0.273, 0.084, -0.147



Record 3
The following is a quantum chemistry calculation of a structure of composition C13H17N5O2ReS, from the Open Molecules 2025 dataset.

```
39
Properties=species:S:1:pos:R:3:forces:R:3
Re 0.18253 0.00945 0.07587 0.453 0.306 -0.169
C 2.01438 0.05337 -3.76317 -0.045 -0.010 0.014
C 0.96507 -0.36263 -2.79030 0.124 -0.133 -0.104
O 0.97966 0.28929 -1.63581 -0.341 0.285 0.241
C 0.03988 -1.33115 -3.05247 0.112 0.018 0.016
C -0.97073 -1.74829 -2.16959 -0.035 -0.068 -0.193
C -1.98062 -2.73226 -2.64096 -0.042 0.028 0.032
N -1.05250 -1.27028 -0.92259 -0.014 -0.205 0.578
N -2.20369 -1.65986 -0.23141 -0.058 0.110 0.162
C -2.30502 -1.03490 0.88133 0.145 -0.251 -0.121
O -1.30892 -0.12938 1.18456 -0.378 0.228 -0.304
C -3.37278 -1.19899 1.85549 0.002 -0.034 -0.019
C -3.38631 -0.43924 3.02596 0.015 -0.008 -0.015
C -4.40836 -0.60895 3.94238 -0.025 -0.015 0.008
C -5.41530 -1.53228 3.69481 0.023 -0.004 -0.034
C -5.40273 -2.29180 2.52942 0.006 0.023 0.026
C -4.38543 -2.13068 1.60915 0.008 0.010 0.009
H 2.67448 0.79782 -3.32751 0.005 -0.003 -0.007
H 1.54552 0.46700 -4.65789 -0.005 0.018 0.011
H 2.59685 -0.81290 -4.07735 0.005 -0.008 0.010
H 0.06431 -1.78835 -4.03003 0.007 -0.005 -0.006
H -1.78442 -3.02366 -3.66727 -0.004 -0.014 -0.002
H -2.98200 -2.30961 -2.55436 -0.002 0.006 -0.027
H -1.96734 -3.60756 -1.98911 0.000 -0.005 -0.005
H -2.60036 0.27662 3.22309 0.004 0.004 -0.011
H -4.42145 -0.02330 4.85084 -0.003 0.003 0.006
H -6.21331 -1.66283 4.41270 -0.008 -0.002 0.007
H -6.18784 -3.01085 2.34285 -0.006 -0.004 -0.001
H -4.36778 -2.72026 0.70343 0.016 0.003 -0.014
N 0.42764 2.08953 0.68233 0.220 0.007 0.141
N 1.44900 2.42072 1.62427 -0.182 -0.127 -0.095
C 2.17710 1.43422 2.13496 0.029 0.093 -0.106
N 3.10210 1.66741 3.03216 0.010 -0.043 0.013
S 1.90596 -0.21053 1.57440 -0.101 -0.129 -0.108
H 0.57109 2.66666 -0.14816 0.027 -0.066 -0.037
H -0.47789 2.34933 1.08165 0.019 0.011 0.034
H 1.54904 3.39630 1.87327 0.031 -0.022 0.077
H 3.31246 2.58865 3.39173 -0.016 0.003 0.000
H 3.64661 0.89814 3.39829 0.004 0.001 -0.007
```
Forces are in eV/Å.

Summary:
E	-38252.4992	eV
total charge	+2
spin multiplicity	2

Löwdin population analysis, charges in e, atoms 1 to 5: 1.398, 0.022, -0.345, -0.239, 0.024



Record 4
The following is a quantum chemistry calculation of an isolated molecule of C13H17N5O6 in a non-equilibrium geometry, from the Open Molecules 2025 dataset.

```
41
Properties=species:S:1:pos:R:3:forces:R:3
C -3.87846 -2.13553 1.67743 -0.067 -0.025 0.024
C -3.63269 -2.67095 0.49666 -0.033 -0.089 -0.080
C -3.18429 -1.86449 -0.69511 -0.084 -0.210 -0.063
N -2.00668 -1.08166 -0.38308 0.129 0.062 -0.063
C -0.78095 -1.61379 -0.13201 -0.005 0.252 -0.105
O -0.43020 -2.77786 -0.22006 0.074 -0.646 -0.002
N 0.06332 -0.55912 0.21019 -0.381 0.239 0.098
C -0.63476 0.60858 0.13718 -1.054 0.231 -0.254
N -0.15741 1.85065 0.31681 0.145 0.238 0.122
C -1.02059 2.81422 0.12391 -0.020 -0.518 0.020
N -0.60275 4.08695 0.28465 -0.125 0.329 0.061
H -1.16199 4.85083 -0.05049 0.088 0.007 -0.004
H 0.39459 4.21940 0.35845 -0.022 0.047 -0.099
N -2.32292 2.58494 -0.20211 0.110 0.411 0.043
C -2.90898 1.31497 -0.41342 0.479 -0.252 0.048
O -4.08129 1.23450 -0.72250 -0.319 -0.044 -0.064
C -1.93780 0.29281 -0.22176 0.465 0.591 0.206
H -2.95677 3.36607 -0.32362 0.044 -0.170 0.010
C 1.43944 -0.83397 0.58775 0.324 -0.820 0.021
O 2.08316 0.28522 1.08993 -0.242 0.124 0.113
C 3.26622 0.57961 0.34283 0.495 0.134 -0.423
C 3.01447 1.79809 -0.56251 -0.016 -0.499 0.062
O 2.44647 2.84958 0.16428 -0.087 0.289 0.482
H 1.67718 2.45803 0.62246 0.049 0.000 -0.224
H 2.34931 1.50384 -1.39018 0.099 -0.014 -0.045
H 3.95914 2.15690 -0.97557 -0.025 -0.122 -0.059
H 4.04325 0.81517 1.07579 -0.058 -0.040 -0.120
C 3.61843 -0.69949 -0.42833 -0.271 0.328 -0.289
O 4.46018 -1.51264 0.33389 0.088 -0.311 0.296
H 4.19146 -2.42985 0.16901 0.033 0.086 0.034
H 4.09254 -0.46388 -1.39224 -0.097 0.029 0.075
C 2.23840 -1.35486 -0.63140 -0.013 0.497 0.119
O 2.34458 -2.74343 -0.66262 0.085 -0.351 -0.068
H 1.44243 -3.10751 -0.57322 0.112 0.105 0.025
H 1.77411 -0.97162 -1.55426 0.080 0.007 0.160
H 1.39873 -1.62212 1.36002 0.015 0.180 -0.235
H -2.94294 -2.52806 -1.52928 -0.068 0.110 0.047
H -3.96210 -1.15821 -0.99749 0.135 -0.123 -0.057
H -3.72199 -3.73589 0.34243 -0.066 -0.144 0.049
H -4.17955 -2.73141 2.52096 -0.057 -0.165 0.134
H -3.79231 -1.07405 1.84665 0.059 0.246 0.005
```
Forces are in eV/Å.

Summary:
relative energy (zero: lowest compared OMol25 entry of this formula, charge and spin)	0.000	eV
SMILES	C=CCn1c(=O)n([C@@H]2O[C@H](CO)[C@@H](O)[C@H]2O)c2nc(N)[nH]c(=O)c21

Löwdin population analysis, charges in e, atoms 1 to 5: 0.024, -0.141, -0.113, 0.052, -0.420